1.
C23H34F6NO11 | the ωB97M-V functional and the def2-TZVPD basis

```
75
Properties=species:S:1:pos:R:3:forces:R:3
O 3.679844 -2.936332 2.027950 -4.25 -0.96 -3.22
C 2.594766 -3.221665 1.443707 3.79 0.22 3.47
O 1.593731 -3.876619 2.199878 1.29 0.45 -2.64
C 2.506668 -2.851056 -0.102585 -0.72 0.31 -3.13
C 3.425805 -3.666039 -1.080187 -2.27 2.73 -1.92
C 3.377060 -3.338436 -2.602861 -1.10 0.85 2.90
N 2.532208 -2.281063 -3.103679 -0.12 -0.76 4.11
C 1.679898 -1.518904 -2.235933 0.27 -0.87 2.14
C 1.563445 -1.732594 -0.693487 2.63 -3.05 -2.54
C 0.584001 -0.912464 0.256760 2.30 3.19 1.76
O 1.071861 0.087574 0.843755 -2.09 -4.28 -2.46
C -0.967527 -1.271922 0.541583 -1.16 1.62 1.65
F -1.536346 -0.064252 1.076261 1.69 -2.93 -1.41
F -1.142737 -2.250471 1.562105 0.65 1.97 -2.81
C -1.823697 -1.607447 -0.781609 -2.67 1.54 -0.15
F -3.129428 -1.044211 -0.553896 3.28 -1.55 -0.77
F -1.332833 -0.916819 -1.949360 -0.46 -1.85 2.90
C -2.069411 -3.171976 -1.064451 -1.65 -0.38 -2.35
F -2.461565 -3.264073 -2.452390 0.87 0.23 3.03
F -3.177828 -3.598712 -0.304718 3.25 0.80 -1.53
C -0.783483 -4.109661 -0.911326 3.10 -4.19 2.98
O -0.496911 -4.750806 0.140280 -1.93 3.25 -3.94
O 0.115433 -4.318793 -2.010757 -1.91 1.22 1.32
H 1.965130 -4.742176 2.509859 -0.24 1.09 -0.05
H 4.109676 -4.512989 -0.721627 -1.19 1.56 -0.54
H 3.996563 -3.909043 -3.378334 -1.04 1.01 1.35
H 2.508679 -2.075706 -4.117893 0.08 -0.14 0.89
H 1.024785 -0.711059 -2.723541 1.24 -1.48 0.70
H 0.877003 -4.871248 -1.689159 -1.33 0.50 0.14
C -4.828805 2.264476 0.562708 -0.44 -0.15 0.15
O -5.543877 1.212667 1.195151 0.47 0.38 0.09
C -4.713814 0.222947 1.778643 -0.33 -0.09 0.24
C -5.134719 -0.111583 3.208848 0.00 -0.04 0.09
O -4.981690 0.938464 4.163919 -0.16 0.00 -0.29
C -5.831007 2.081323 4.029145 -0.05 0.05 0.20
C -7.323625 1.826818 4.239812 0.21 0.12 -0.43
O -7.871541 1.047087 3.183050 0.11 -0.38 0.47
C -8.735805 0.014216 3.629527 0.09 0.14 -0.43
H -4.599192 1.988941 -0.467695 0.20 0.09 -0.12
H -5.468898 3.150157 0.559442 -0.01 -0.13 -0.08
H -3.913271 2.519048 1.106090 0.03 -0.07 -0.04
H -3.660782 0.524687 1.777280 -0.16 0.13 0.02
H -4.804731 -0.681155 1.164964 0.09 -0.15 0.19
H -4.484689 -0.918656 3.562217 0.12 0.13 -0.01
H -6.144946 -0.516929 3.243827 -0.09 0.14 -0.21
H -5.641390 2.590202 3.086902 -0.21 -0.09 -0.17
H -5.505612 2.775309 4.810983 -0.02 -0.18 0.07
H -7.850186 2.788996 4.237769 0.15 0.09 0.21
H -7.477733 1.353329 5.216287 0.01 -0.07 -0.10
H -8.365980 -0.461059 4.541905 -0.03 0.06 0.08
H -8.771464 -0.751199 2.848858 -0.05 0.16 0.02
H -9.741690 0.408407 3.785771 -0.10 -0.11 0.16
C 7.274912 3.678346 -3.569322 -0.13 0.11 0.34
O 5.976416 3.565978 -3.000329 0.25 -0.49 -0.24
C 5.033594 2.927061 -3.841563 -0.12 0.08 0.24
C 4.248974 1.842269 -3.105411 -0.08 0.06 0.00
O 5.007385 0.710355 -2.672137 -0.10 0.06 0.10
C 5.970596 0.922054 -1.632833 0.08 -0.13 0.19
C 5.399148 1.323081 -0.272862 0.30 0.42 -0.31
O 4.850993 2.635279 -0.305320 -0.43 -0.54 -0.11
C 3.594637 2.735274 0.344947 0.22 0.40 -0.16
H 7.339226 4.587328 -4.167888 0.14 -0.02 -0.17
H 7.995288 3.740649 -2.750072 -0.12 0.10 -0.04
H 7.532990 2.801879 -4.171910 -0.06 0.05 -0.06
H 5.510667 2.486862 -4.725341 0.07 0.01 0.10
H 4.331235 3.695079 -4.187075 -0.17 -0.18 -0.12
H 3.507595 1.441288 -3.805204 0.14 -0.04 -0.14
H 3.673158 2.256578 -2.278723 0.20 0.19 0.09
H 6.743193 1.612639 -1.961580 -0.12 0.24 0.09
H 6.471864 -0.043074 -1.503798 -0.16 -0.02 -0.01
H 6.211002 1.330843 0.464364 0.04 -0.29 -0.06
H 4.656291 0.580004 0.042189 -0.08 0.08 -0.01
H 2.970075 1.857731 0.156897 0.02 -0.08 0.09
H 3.074130 3.605951 -0.064185 0.15 -0.02 0.10
H 3.737290 2.879018 1.417406 -0.18 -0.10 0.10
```
Forces are in eV/Å.

## Properties
ΔE to the lowest compared entry with this formula, charge and spin	435.6	kJ/mol
lowest unoccupied orbital energy	-0.217	Eh
net charge	+1
multiplicity	1
max |F|	0.1168	Eh/bohr


2.
C23H34N2O3 | the ωB97M-V functional and the def2-TZVPD basis

```
62
Properties=species:S:1:pos:R:3:forces:R:3
C 0.885838 -0.452701 0.820672 0.06 -0.06 -0.07
C -0.082589 -0.066518 -0.293190 -0.06 0.06 0.09
C -1.317592 -0.976633 -0.416640 -0.10 0.06 -0.10
C -1.239558 -1.814311 -1.689186 0.07 -0.05 0.06
C -1.736804 -1.846575 0.800350 0.01 0.06 0.04
C -3.209435 -1.510648 0.511775 0.03 -0.14 -0.09
C -4.094081 -1.175952 1.683822 -0.01 0.00 0.00
O -3.664514 -0.730155 2.737895 0.01 0.08 -0.04
N -5.416736 -1.337841 1.474465 0.02 0.01 0.02
C -6.233831 -1.984719 0.449203 -0.06 0.12 -0.05
C -7.442746 -1.821366 1.421826 0.13 -0.08 0.04
C -8.007325 -3.116942 1.981759 -0.05 -0.01 -0.02
C -9.119741 -3.464009 0.966415 0.02 0.08 0.03
C -8.657164 -4.533575 -0.015999 -0.18 -0.05 0.03
O -8.037716 -4.249803 -1.030016 -0.04 0.03 -0.06
N -9.007798 -5.810954 0.280056 0.40 -0.08 -0.14
C -8.471139 -6.959075 -0.464542 -0.02 -0.86 1.20
C -9.660998 -7.690367 -1.091970 0.13 0.45 -0.61
C -10.542347 -7.972142 0.123531 -0.14 -0.02 -0.10
C -10.307984 -7.459333 1.335887 0.02 0.06 0.04
C -9.238603 -6.389626 1.590765 -0.12 0.16 0.08
C -7.824968 -6.904181 2.084326 -0.04 0.01 0.03
C -6.658058 -6.631390 1.075692 0.11 -0.05 0.00
C -6.942080 -6.928214 -0.438292 -0.07 0.50 -0.63
C -9.369569 -2.113011 0.258845 0.01 -0.04 0.03
O -8.562505 -1.140769 0.925014 0.00 0.01 -0.02
C -6.533259 -0.986268 2.340503 -0.03 -0.06 0.01
C -2.706779 -0.293254 -0.305813 0.05 0.03 0.08
H 1.795099 0.147341 0.766613 0.00 0.00 0.00
H 0.447688 -0.299298 1.806466 0.00 0.00 0.00
H 1.177211 -1.503141 0.746819 0.00 0.00 0.00
H -0.413211 0.962719 -0.127755 0.00 0.00 0.01
H 0.452325 -0.058446 -1.246714 0.01 -0.01 0.00
H -2.102145 -2.475455 -1.795679 0.00 0.00 -0.01
H -1.197405 -1.167612 -2.568591 0.00 0.00 0.00
H -0.340591 -2.436621 -1.685207 0.00 0.00 0.00
H -1.442856 -2.896929 0.796617 0.00 -0.01 -0.01
H -1.456283 -1.388098 1.747545 0.00 -0.03 0.01
H -3.677169 -2.247474 -0.141858 -0.04 0.00 0.03
H -6.351908 -1.395336 -0.463190 0.01 -0.01 0.00
H -5.946921 -3.004966 0.194600 0.00 0.00 0.00
H -7.248579 -3.891831 2.088238 -0.01 0.00 0.01
H -8.437380 -2.923635 2.966088 -0.01 0.01 -0.01
H -10.017240 -3.798687 1.481346 -0.01 -0.01 -0.02
H -8.437671 -7.705879 0.324439 -0.02 -0.09 -0.03
H -9.335780 -8.626203 -1.553899 -0.07 -0.06 0.08
H -10.211137 -7.131422 -1.853662 0.05 0.04 0.00
H -11.374853 -8.653042 -0.016694 0.00 0.00 0.04
H -10.931753 -7.744251 2.174794 0.00 -0.04 0.00
H -9.636905 -5.658020 2.294656 0.00 0.00 -0.01
H -7.571309 -6.404361 3.021376 0.02 0.00 0.00
H -7.885175 -7.968703 2.321576 -0.01 -0.01 -0.03
H -5.794919 -7.214186 1.402363 0.01 0.04 0.04
H -6.358845 -5.586368 1.167453 -0.03 0.01 -0.02
H -6.558532 -7.898368 -0.758272 0.02 -0.04 0.14
H -6.475645 -6.158903 -1.052109 -0.02 -0.04 -0.06
H -9.074836 -2.194812 -0.788562 -0.01 0.04 0.00
H -10.403736 -1.783061 0.331571 -0.01 0.00 -0.01
H -6.440693 -1.332457 3.370680 0.02 0.01 0.00
H -6.766972 0.079926 2.324390 -0.02 -0.01 0.02
H -2.649680 0.582595 0.343492 -0.03 0.02 -0.03
H -3.232877 -0.038387 -1.226736 0.01 -0.02 -0.02
```
Forces are in eV/Å.

## Properties
ΔE to the lowest compared entry with this formula, charge and spin	433.6	kJ/mol
lowest unoccupied orbital energy	0.022	Eh
net charge	0
multiplicity	1
structure (SMILES)	CC[C@]1(C)C[C@H](C(=O)N2CC3(C[C@H](C(=O)N4[C@H]5CC=C[C@H]4CCC5)CO3)C2)C1
max |F|	0.0286	Eh/bohr


3.
C23H34NO3S2SbSeTi | the ωB97M-V functional and the def2-TZVPD basis

```
66
Properties=species:S:1:pos:R:3:forces:R:3
Ti -0.824300 0.867222 -1.353258 -0.40 0.10 0.25
C 0.693649 -4.097376 -1.666614 0.02 -0.02 0.02
C 0.635403 -2.999196 -2.693350 0.00 0.01 0.00
C -0.268466 -3.065763 -3.749170 -0.01 -0.04 -0.01
C -0.401198 -2.012666 -4.638980 -0.04 0.00 -0.02
C 0.365532 -0.867139 -4.483286 0.05 0.07 0.02
C 1.285458 -0.796716 -3.446283 0.05 -0.02 -0.06
C 1.425549 -1.863999 -2.567281 -0.05 0.05 0.07
H 0.979857 -5.055794 -2.109799 -0.01 0.00 -0.01
H -0.281801 -4.224805 -1.192704 -0.01 0.02 0.00
H 1.410422 -3.854175 -0.882277 0.01 -0.01 0.00
H -0.911806 -3.935103 -3.842909 0.00 0.00 0.00
H -1.142194 -2.061281 -5.428283 0.00 -0.01 0.00
H 0.211779 -0.007356 -5.122737 0.01 -0.01 0.00
H 1.872607 0.102219 -3.294225 -0.04 0.01 0.00
H 2.102547 -1.769214 -1.726090 0.00 0.00 0.00
C -0.012719 3.124217 2.808439 0.00 0.00 0.05
C 0.065205 2.295517 1.546041 0.04 -0.01 0.05
S -1.432326 2.136780 0.634920 0.09 -0.06 -0.10
C 1.236834 1.762453 1.152173 0.02 0.02 -0.06
C 2.505042 2.031290 1.931284 0.01 -0.02 -0.07
S 1.405255 0.785712 -0.303612 -0.05 -0.10 -0.07
H -1.025293 3.499971 2.953105 0.00 -0.01 0.00
H 0.664462 3.985820 2.770529 0.00 0.01 -0.01
H 0.264172 2.543837 3.698171 0.01 0.00 -0.03
H 2.434774 1.676867 2.961518 -0.01 -0.04 0.15
H 2.727209 3.103681 1.983231 -0.01 0.03 -0.03
H 3.355228 1.539214 1.459560 -0.03 -0.02 -0.01
C 1.013392 -0.813337 4.151025 -0.01 0.15 0.15
C 0.077257 -1.936368 3.741275 -0.10 -0.13 0.02
Sb -1.193137 -1.357953 2.059144 0.02 0.01 -0.06
C -2.368438 -3.181263 2.300102 0.00 -0.01 0.07
C -3.198865 -3.555837 1.078411 -0.03 0.02 -0.06
C -2.474624 -0.186124 3.352819 0.02 0.02 0.04
C -3.881528 -0.012870 2.794658 -0.03 -0.02 -0.01
H 1.679894 -1.093400 4.975003 0.00 0.00 0.01
H 0.452198 0.071737 4.469114 0.03 -0.03 -0.01
H 1.631472 -0.504822 3.311117 0.10 0.07 -0.12
H -0.565363 -2.243760 4.573565 0.00 -0.02 -0.02
H 0.650488 -2.813102 3.426283 -0.01 -0.03 0.00
H -2.999712 -3.056557 3.186779 0.02 -0.01 0.00
H -1.643608 -3.969600 2.531531 -0.01 0.01 0.01
H -3.921456 -2.777731 0.830279 0.01 -0.01 0.01
H -3.735574 -4.500942 1.223096 -0.01 -0.01 0.00
H -2.568387 -3.654745 0.191950 0.00 0.00 0.00
H -1.990353 0.786928 3.464060 0.00 0.00 -0.01
H -2.485027 -0.681142 4.331170 0.00 0.00 -0.01
H -3.848676 0.455775 1.811415 -0.01 0.00 -0.01
H -4.503913 0.604903 3.452130 0.01 0.00 0.01
H -4.383794 -0.978286 2.675432 0.01 0.02 0.00
Se -0.449003 2.675671 -3.272324 0.00 -0.26 -0.08
C 1.358767 3.236438 -3.023118 0.09 0.10 0.07
C 2.302973 3.128458 -4.044622 -0.09 0.00 -0.02
C 3.609394 3.566605 -3.866679 0.05 0.01 0.02
C 4.003684 4.123447 -2.658398 -0.02 -0.01 0.00
C 3.072749 4.230380 -1.629879 0.02 0.01 -0.02
C 1.771072 3.794267 -1.808440 -0.05 -0.02 0.01
H 2.002325 2.686823 -4.987869 0.00 0.00 0.00
H 4.323988 3.462646 -4.676526 0.01 0.00 0.00
H 5.024991 4.456611 -2.513436 0.01 0.00 0.00
H 3.368698 4.639869 -0.670456 0.00 0.00 0.01
H 1.057823 3.849591 -0.993999 0.02 0.02 0.00
O -3.535135 -0.610442 -0.407475 0.02 -0.09 -0.04
N -2.648535 -0.279317 -1.221853 0.27 0.07 0.03
O -2.814208 0.623393 -2.159022 0.00 0.05 -0.04
O -1.532726 -1.030157 -1.394389 0.03 0.12 -0.06
```
Forces are in eV/Å.

## Properties
ΔE to the lowest compared entry with this formula, charge and spin	75.3	kJ/mol
lowest unoccupied orbital energy (spin up / spin down)	0.178 / 0.178	Eh
net charge	-2
multiplicity	3
max |F|	0.0093	Eh/bohr